No. 1
Entry from the Open Molecules 2025 dataset: a cluster of 3 separate species, C26H54ClN4O3P in total in a non-equilibrium geometry (wB97M-V/def2-TZVPD).

Structure (XYZ):
```
89
C26H54ClN4O3P, DFT wB97M-V/def2-TZVPD
C -2.6813 -3.5208 0.5621
C 3.0826 5.2829 -1.8032
H -1.3933 -8.2924 1.3980
H -5.2004 -4.7402 0.5151
H -0.6560 7.0109 -3.6202
H 2.6811 -3.0834 -3.0209
N 1.3843 -1.2797 -0.4067
H 3.3416 -1.5702 -2.4404
H 2.7982 -1.4010 2.7005
C 0.7623 -1.1193 -2.8032
H 0.2416 -3.6181 -2.6428
O -1.6470 -5.9504 0.6505
H -2.7625 -9.2106 1.9953
H 4.5390 -3.3802 -1.3649
H 2.1560 11.6268 -1.3949
H 4.1759 -1.4592 0.0659
C 1.2665 7.7095 -3.9376
H -2.7908 -8.5655 0.3523
H 3.3732 5.7763 -0.8738
H 0.3536 -2.8714 1.4440
H 0.5944 10.8770 -1.5781
Cl 2.5752 8.8107 -3.3768
H 2.2731 10.4165 0.8717
H -3.0191 -2.5323 0.8714
H 4.0348 -2.9050 1.0437
C -2.6443 -6.8189 3.3280
C 0.4232 -3.2243 -1.6427
H -4.8002 -8.4031 2.4339
H 0.8217 -4.0596 -1.0734
C 1.4110 -3.1010 1.3101
C 3.5183 -3.1798 -1.0336
H 0.9977 3.4343 -0.1062
H 3.0665 -4.1565 -0.8421
C -3.1099 -5.4712 3.8787
C -4.7795 -4.3646 1.4483
C 1.6718 4.7836 -1.6424
C 2.3060 -0.9105 1.8619
H 2.5688 9.4220 -0.5846
N -0.1692 8.6490 -0.6420
C -3.2529 -4.5813 1.4932
C 1.5304 3.4002 -1.0439
H -0.8555 6.5116 -0.7377
H 1.3915 -0.2608 -3.0315
H 1.0631 8.3047 1.0871
H 2.9073 -0.0433 1.5957
H 1.4960 -4.0144 0.7273
H -3.1446 -3.3956 3.2844
H -5.3140 -4.8190 2.2786
H -2.9705 -7.6235 3.9901
H -1.5952 -3.5034 0.5744
H -0.5412 -2.9505 -1.2195
C 0.6946 9.1070 0.4402
H 1.4761 7.1072 -0.6751
C 1.8387 9.9991 -0.0309
N 0.6294 5.4111 -2.0016
H 0.0857 9.7386 1.0843
H -1.6559 -4.2336 2.8995
C 2.1651 -1.8975 0.7079
H 1.3286 -0.5618 2.1993
H -5.2537 -6.7307 2.5104
H 0.6574 -1.6962 -3.7210
H 0.9069 11.9493 -0.2234
H -0.4550 8.6783 -3.1453
H 2.5016 2.9320 -0.9480
C -3.1491 -7.0988 1.9120
H -1.1283 8.6297 -0.3319
N -2.8900 -5.9437 1.0025
H -5.0563 -7.5108 0.9383
H -4.1866 -5.4860 4.0671
H -0.2251 -0.7546 -2.5165
P 0.2626 7.0569 -1.3865
C 0.0150 7.7037 -3.1298
C 1.3588 -2.0038 -1.7138
C 1.3372 11.1724 -0.8473
H -2.6378 -5.2906 4.8462
C 2.7591 -2.4463 -2.1378
C -2.4793 -8.3597 1.3771
C -4.6513 -7.4389 1.9482
O 1.8015 -0.0732 -0.5996
C 3.5519 -2.3411 0.2429
H -5.0042 -3.3000 1.5047
H 0.9999 2.8071 -1.7792
H -3.0121 -3.6810 -0.4656
H -1.5499 -6.8395 3.3344
H 1.8212 -3.3419 2.2908
H 3.7539 4.4405 -1.8916
O 1.4534 7.0486 -4.9381
C -2.7455 -4.3425 2.9149
H 3.2021 5.9558 -2.6370
```

The charge is 0. The HOMO-LUMO gap (spin up / spin down) comes out at 8.68 / 8.18 eV. As for the multiplicity: 3.

Atomic partial charges in e from the Mulliken method, atoms 1 to 6:
1 C -1.4439
2 C -1.2602
3 H 0.3631
4 H 0.3770
5 H 0.4123
6 H 0.3515

=====

No. 2
Entry from the Open Molecules 2025 dataset: a cluster of 4 separate species, C26H54F7N2O2S in total in a non-equilibrium geometry (wB97M-V/def2-TZVPD).

Structure (XYZ):
```
92
C26H54F7N2O2S, DFT wB97M-V/def2-TZVPD
O 1.0500 1.9042 -1.8705
F -3.1542 0.1379 1.3474
F -0.9318 0.7791 -0.1289
H -8.8703 -1.6702 1.5535
H -8.0469 -2.8752 2.5086
C 8.2808 0.7784 -3.9427
H -6.2889 -4.4493 2.4281
H -0.9175 3.1414 4.3289
C 2.2459 1.1329 0.3937
C 6.7136 -1.8453 -3.3231
H 0.1923 -3.4217 -0.7428
H -8.5872 -4.6254 0.8093
O 3.2666 1.1201 -1.9764
H -1.8675 5.1313 3.2675
H 5.2040 -0.2629 -3.3044
H -10.2214 -2.4059 -0.5373
H -1.4595 5.4417 4.9352
H -4.7733 -4.8152 1.6142
C -1.0220 5.2496 3.9515
H 10.4276 0.5508 -3.7236
H -0.4043 -2.9606 0.8123
F -0.7551 -0.6746 1.4194
H 4.6024 -1.8520 -3.7672
C 7.7375 -1.2059 -2.3873
H -1.5402 -2.0087 -1.1995
H 8.7041 -1.6924 -2.5404
C -9.6353 -3.3266 -0.5542
H 7.5085 0.4973 -4.6645
F -4.8584 -0.0290 -0.5139
C -9.1382 -3.6810 0.8446
H 1.8393 -0.8403 -2.8292
H 1.3319 1.3145 0.9408
H -6.4538 -1.4795 1.2747
H 1.9649 -2.9312 0.6858
N 1.4723 -2.1323 0.2824
N 0.0125 -0.9120 -1.9233
H 1.6616 6.0091 4.5452
H 0.1943 6.3249 2.5157
H 0.5396 7.0001 5.4884
H 0.5180 4.0083 4.8107
H 6.7252 -2.9268 -3.1608
H 6.9994 -1.6915 -4.3659
C 2.1909 -1.7713 -0.9783
H -1.2424 2.4994 1.8358
C -6.9854 -2.2688 0.7320
C -0.5253 3.2801 1.5719
C -0.6722 -1.5014 -0.8026
H 8.6554 0.6490 -1.8314
H -0.8840 7.3269 3.4579
H 4.9780 -1.5086 -2.0685
C 0.9248 6.8120 4.4847
C -0.2353 3.9408 4.0211
H 9.8775 0.6443 -5.3965
C -3.6194 -0.1348 -0.9020
H 1.1799 4.2904 2.4192
H 9.6400 -0.8395 -4.4833
C -6.0286 -3.4303 0.5190
C -0.2092 6.4704 3.5221
H 2.8023 0.2874 0.7830
H 3.1465 -1.3418 -0.7073
H -0.2868 -1.2870 -2.8084
F -3.5689 -1.0225 -1.8676
C 1.4404 -0.7477 -1.8312
F -3.2424 1.0175 -1.3572
C 7.8961 0.3075 -2.5413
S 1.9760 0.9639 -1.3662
H -1.0800 4.1804 1.3101
H -4.9835 -3.2547 2.4142
C 0.4509 3.5326 2.7196
F -3.0431 -1.8345 0.6279
H -10.0033 -3.8564 1.4883
H 2.8576 2.0169 0.4901
C -5.4920 -4.0192 1.8214
H -6.4968 -4.2228 -0.0710
C -8.2798 -2.5880 1.4789
H 1.4469 7.7105 4.1540
H 1.4967 -1.3930 0.9896
H -10.2721 -4.1209 -0.9451
H 0.0076 2.9604 0.6763
C -2.7854 -0.5750 0.3256
C 5.2958 -1.3286 -3.1010
H -8.8098 -3.1946 -1.2559
H 2.4159 -2.6432 -1.5734
C 9.6340 0.2493 -4.4097
C 0.0937 -2.5832 -0.0685
H 7.4559 -1.4220 -1.3506
H -7.2334 -1.8462 -0.2465
H -5.1875 -3.0622 -0.0769
C -1.2658 -0.4374 0.1750
H 1.0221 2.6146 2.9069
H 8.3141 1.8703 -3.9418
H 6.9671 0.8050 -2.2447
```

The charge is +1. The HOMO-LUMO gap comes out at 8.98 eV.

Atomic partial charges in e from the Mulliken method, atoms 1 to 6:
1 O -0.6196
2 F -0.2891
3 F -0.3574
4 H 0.3903
5 H 0.3257
6 C -0.3657

=====

No. 3
Entry from the Open Molecules 2025 dataset: a cluster of 6 separate species, C26H54FIO10Si in total (wB97M-V/def2-TZVPD).

Structure (XYZ):
```
93
C26H54FIO10Si, DFT wB97M-V/def2-TZVPD
C -4.7639 -2.5631 0.5757
H -11.7748 3.5442 3.9689
C 1.6509 -0.0243 -1.9784
H 2.6357 -5.8018 -4.6036
H -1.9797 3.1674 2.7305
C -5.1984 0.4110 1.7614
C 3.9388 -7.2689 -1.8933
C 2.0491 -4.8145 -2.8185
C -10.3734 2.5912 2.6442
H -5.1170 -3.5915 0.4928
H -1.2076 1.8084 0.5556
C 8.6863 2.2895 0.3018
H 5.0281 0.3935 2.4553
H 4.0262 -8.3101 -1.5825
H -9.5515 3.2596 2.8943
C -10.2964 0.3536 1.6634
H -6.9946 -0.6437 1.0707
H -10.8845 2.1958 4.6934
H 4.8037 -6.7203 -1.5210
C -5.0560 -2.0164 1.9575
C 4.4785 1.0306 1.7640
H 3.6044 -2.0938 -2.5739
H -5.2481 -1.9716 -0.2014
C 1.7663 -5.7751 -3.9478
I -0.3591 1.9969 4.4803
H 8.3318 0.9447 -2.1612
H 1.9376 -1.4591 -3.5840
C 7.6284 3.2398 -0.2087
H 1.2411 2.1004 0.2162
H 2.4104 -0.4202 -1.3037
H 8.4419 3.7869 -3.2979
H 3.1629 3.9187 2.7668
H -6.1200 -2.0415 2.1961
H 9.5919 2.2624 -0.2991
C 3.3676 1.7794 2.5102
C -11.7166 0.4963 1.1704
C -1.1847 1.5222 1.6059
C 8.5317 3.0817 -2.4736
C -1.0059 2.7274 2.5385
C -11.3696 2.5492 3.7838
O -9.6433 -0.6280 1.4331
O -9.7554 1.3185 2.4278
O 5.3455 0.1290 -4.1857
H 1.5319 -6.7867 -3.6266
H 7.2599 1.6074 -3.3884
H 4.0177 0.4180 0.9892
H 8.9837 1.4014 -3.7394
H -2.1490 1.0633 1.8341
H 8.9605 2.5967 1.3079
H 8.2585 1.2886 0.3457
H 3.9699 -7.2331 -2.9825
H 3.6232 1.8429 3.5674
H 5.3135 -2.1298 -2.9965
C 8.2634 1.6752 -2.9680
O -4.7407 1.4804 2.0635
H 1.6352 1.0583 -1.8528
O -4.5311 -0.6982 2.1311
O 1.8782 -3.6297 -2.9415
H -12.3787 -0.0063 1.8742
C -0.0335 3.8326 2.0496
H 9.5378 3.1964 -2.0671
C 3.0890 3.1941 1.9548
H 5.1726 1.7274 1.2988
H 1.1812 0.0407 -4.0700
H 0.6839 -0.4255 -1.6735
H -10.8154 2.9658 1.7200
H -7.1177 1.0961 1.1870
H -6.1723 0.3758 -0.1263
H 2.6691 -6.7008 -0.2604
H -0.4191 0.7798 1.8193
H 4.7558 -1.0777 -1.6877
C 1.9450 -0.3832 -3.4189
O 7.5516 3.5062 -1.5225
H -12.1998 1.8757 3.5699
H 3.8931 3.4430 1.2599
F 2.2126 0.9968 2.4168
H 0.9169 -5.3966 -4.5106
H 1.6579 4.4119 0.0021
C 4.3799 -0.3422 -3.6427
H -3.6907 -2.5453 0.3838
C -6.4466 0.2827 0.9244
H 1.7733 -7.2016 -1.6778
Si 1.4652 3.3273 0.9995
O 6.8016 3.7141 0.5227
O 3.1770 0.2076 -3.8661
H -0.6309 4.5967 1.5489
H 0.3762 4.3141 2.9410
O 2.5548 -5.2712 -1.6637
H -11.7917 0.0007 0.2059
C 2.6627 -6.6632 -1.3481
H -12.0459 1.5248 1.0452
C 4.5008 -1.4867 -2.6652
H -4.5482 -2.6190 2.7090
```

The charge is 0. The SMILES is C[C@H](F)C[SiH2]C[C@@H](C)I.CCOC(C)=O.CCOC(C)=O.CCOC(C)=O.CCOC(C)=O.CCOC(C)=O. The HOMO-LUMO gap comes out at 9.07 eV.

Atomic partial charges in e from the Mulliken method, atoms 1 to 6:
1 C -0.9956
2 H 0.3618
3 C -0.7506
4 H 0.2745
5 H 0.5774
6 C 0.8488

=====

No. 4
Entry from the Open Molecules 2025 dataset: a cluster of 11 separate species, C26H54N4O7S3 in total in a non-equilibrium geometry (wB97M-V/def2-TZVPD).

Structure (XYZ):
```
94
C26H54N4O7S3, DFT wB97M-V/def2-TZVPD
H 1.0485 4.7895 -2.9314
H 2.3974 -5.7509 2.1603
O 2.9429 2.9074 1.0644
H -0.0754 5.1059 0.0426
C -1.8390 -3.5700 1.3944
H -4.7647 -1.8875 -4.0899
H -0.1475 5.3284 1.7917
H 1.5186 2.1789 2.5668
H -4.3603 -4.0257 2.8177
C 1.6752 3.0858 5.1278
H -0.8411 0.7155 -1.1258
C -2.4711 -3.0181 -2.7257
N -6.2012 -0.7465 0.1631
N -2.6754 3.5573 1.2821
O -0.5803 3.6204 4.4268
S -3.3809 -4.1112 0.5885
C 0.0886 2.9372 -3.0433
H 1.2728 -1.9965 -5.3840
H 0.4727 -2.0210 -2.7430
H -0.9959 -3.5050 0.7023
C -0.0095 -0.1708 0.5687
H -1.9921 3.3060 -3.4391
C -4.6335 -1.6575 -3.0297
H 2.0262 -0.4154 -4.9946
O -3.4256 -5.6083 0.7089
H -1.9742 -2.6153 1.8958
H 3.9578 -0.9186 3.7341
H -1.8905 -0.3504 -0.2540
C 2.1750 -1.4942 -5.0434
H -1.5496 -4.3943 2.0494
S 2.8050 -2.0366 -3.4214
O 0.6289 1.8649 -2.8748
H -0.2164 2.2394 2.4020
H 1.6908 3.7885 -4.2319
H -1.6874 2.2018 -2.1473
C -1.3387 3.1371 -2.5805
C -4.4920 -3.4538 1.8942
H 3.5962 0.6451 -1.6123
C 0.4368 2.9989 4.2516
C 3.8307 0.0161 3.1809
S 3.0381 2.6250 -0.4072
H 0.4989 0.9403 3.3086
C 2.3124 -5.0862 1.3041
H -1.4869 1.2723 0.4857
C -3.2348 -1.7677 -2.4736
H 2.0069 2.1532 5.5759
H -5.5367 -3.6138 1.6374
C 0.5854 2.0074 3.1107
C 4.5527 3.4165 -1.0189
H -1.4047 -2.8184 -2.6494
H 5.3680 3.0866 -0.3689
H 0.3510 3.7534 1.0611
C 3.5199 0.9087 -0.5567
C 0.9463 -4.4120 1.2509
H -4.2535 -2.4120 2.0943
H -2.7977 -3.6841 -1.9188
H 1.4545 3.7707 5.9482
H 1.1416 -0.4042 -2.7504
H -5.3405 -2.3601 -2.5725
N 0.8577 -0.6672 1.1337
C -1.6728 4.0871 1.0947
O 3.9428 -1.1135 -3.0837
O 0.3182 -4.3607 0.2224
H 0.0040 -4.4376 3.1815
H -5.0358 -0.6664 -2.8296
C 1.3722 -1.4444 -2.5050
H -0.1397 -2.8704 2.3601
H 4.4849 0.7864 -0.0592
H 2.9912 -1.7039 -5.7351
H 2.4533 -5.6404 0.3784
C -5.3759 0.0391 0.0277
C -1.1431 0.4336 -0.1172
C 0.7758 4.0676 -3.7101
H 2.7912 0.2759 -0.0552
H -1.4228 3.9411 -1.8506
H 1.4696 -1.5376 -1.4231
C -4.3819 1.1018 -0.0846
O -2.7710 -0.8342 -1.8570
H 3.0313 -4.2646 1.3029
H -4.7364 2.0170 0.3847
H -2.7201 -3.4749 -3.6808
H 4.8120 3.0291 -2.0052
H -3.4409 0.8530 0.3951
C 0.5113 -3.7209 2.5337
C 4.4372 1.0538 4.0014
N 4.9267 1.8589 4.6575
C -0.3093 4.6167 0.9856
H 4.2231 -0.0916 2.1760
H 1.4446 -3.3990 2.9974
H 2.4208 3.5013 4.4471
H 4.4450 4.4946 -0.9920
H 0.1871 4.6118 -4.4507
H -4.2483 1.2274 -1.1588
H 2.7549 0.1790 3.1160
```

The charge is 0. The HOMO-LUMO gap comes out at 8.89 eV.

Atomic partial charges in e from the Mulliken method, atoms 1 to 6:
1 H 0.2551
2 H 0.3776
3 O -0.7626
4 H 0.3501
5 C -1.2535
6 H 0.3900

=====

No. 5
Entry from the Open Molecules 2025 dataset: a cluster of 8 separate species, C26H54NO22S3 in total in a non-equilibrium geometry (wB97M-V/def2-TZVPD).

Structure (XYZ):
```
106
C26H54NO22S3, DFT wB97M-V/def2-TZVPD
O 28.8220 20.0100 36.2960
O 19.5980 17.1340 36.5000
H 29.4260 14.8540 34.1780
C 21.5810 16.2250 38.2830
O 32.9070 19.6710 41.5240
O 29.4570 20.4890 34.2540
H 23.7120 15.6070 38.7750
S 26.3770 12.9040 38.9760
S 20.5030 16.0910 35.9930
H 30.5900 17.7810 40.6560
H 30.6790 13.0820 34.4930
C 28.3060 17.6030 40.8070
H 28.5510 16.3580 38.5070
H 27.9540 19.8440 39.2390
C 28.1820 20.2200 34.0920
H 30.1810 16.3330 39.8670
H 25.1490 14.6590 36.8760
H 28.7660 17.9540 41.6190
C 27.9360 23.1440 37.4360
O 30.9000 20.6160 36.0100
H 28.6120 17.5550 37.4700
C 26.7750 17.3170 38.3000
H 23.6570 20.6170 38.2210
H 27.9810 16.7350 41.0200
H 22.8630 16.1970 40.2020
H 24.5220 18.8530 33.3550
H 31.0510 17.4420 38.9390
H 26.7520 23.4340 34.5380
H 21.1230 15.2570 38.6350
O 21.8390 16.2160 36.9140
H 25.0000 12.5130 41.0680
O 20.1580 14.7090 35.9860
C 28.3450 17.2120 38.3810
H 28.2530 14.5010 35.4900
C 23.3680 13.3000 36.5100
C 30.3510 17.3720 39.6730
O 24.2210 18.5980 36.3460
H 29.5360 19.8400 40.0870
H 25.7080 24.1000 36.0210
C 30.9990 15.4880 36.3870
H 24.9470 20.6690 37.3020
H 32.3700 19.7640 37.6220
H 28.0030 18.4890 35.4780
O 26.4390 17.2280 36.8840
H 20.3200 16.4440 33.7590
O 24.8660 13.3240 38.3730
C 28.9870 19.4030 39.3820
O 28.4210 22.5130 38.4040
N 28.9480 17.8560 39.5540
C 24.0590 19.6680 33.5210
H 23.2340 21.2470 32.0520
O 31.7720 16.3350 36.8360
O 27.0540 22.6690 36.5210
C 24.8420 13.6660 36.9870
H 25.0860 20.8370 32.0010
C 24.0050 20.9760 37.3130
H 22.8890 12.5040 36.7600
H 25.5000 17.0960 36.5340
O 31.1960 14.1940 36.3560
H 23.6980 21.8720 37.2470
H 27.1450 18.0280 41.2030
O 27.2780 13.9510 38.5290
C 27.7290 19.5120 35.3920
H 23.3110 17.5500 39.0790
H 23.2390 13.3660 35.2670
C 22.8800 16.4040 39.0700
O 32.8110 21.3630 39.9300
H 28.6650 24.8640 35.0720
H 24.0700 19.8170 31.3740
O 33.4150 19.2830 39.5020
H 26.7470 19.7220 35.8940
O 26.6400 11.6160 38.6450
H 34.2610 21.9740 38.6740
O 24.3340 20.4050 34.7460
H 21.0050 16.8890 38.7600
C 33.0210 20.1130 40.3720
C 26.6960 23.7740 35.6640
H 25.8890 14.2780 40.7510
H 28.1120 19.5360 33.3060
H 23.0850 19.2630 33.5220
H 32.5960 22.1410 37.9170
H 21.7940 15.6550 34.2750
H 27.6940 21.0740 33.7910
C 33.3770 19.8850 38.1590
O 22.1200 19.9390 35.7300
H 29.5560 19.7720 38.3000
H 21.6260 17.2820 34.3820
H 26.4290 18.2500 38.5710
O 28.2700 24.3920 37.1030
H 29.6710 12.7530 36.1360
H 34.2320 19.6830 37.4860
S 23.5550 19.8450 36.0520
C 27.9250 24.7020 35.8830
H 26.3270 16.5360 38.9890
C 24.1250 20.4470 32.2620
O 29.9430 15.8140 35.8220
H 26.9800 12.7150 41.1430
C 33.2590 21.3950 38.5740
H 27.8240 25.8130 36.0720
H 25.4060 13.2510 36.3160
C 30.2650 13.5370 35.4950
C 21.1150 16.4430 34.3520
C 29.7800 20.4770 35.5610
C 29.2060 14.7080 35.3370
C 26.0140 13.0440 40.7010
H 22.6460 14.0400 36.7400
```

The charge is +1. The HOMO-LUMO gap comes out at 9.95 eV. The value obtained for the relative energy (zero: lowest compared OMol25 entry of this formula, charge and spin) is 90.9 kcal/mol.

Atomic partial charges in e from the Mulliken method, atoms 1 to 6:
1 O 0.3485
2 O -0.6664
3 H 0.2855
4 C -0.8599
5 O -0.6580
6 O -0.4359

=====

| no. | total energy (eV) |
| --- | --- |
| 1 | -61746.8253 |
| 2 | -64763.8754 |
| 3 | -67008.8074 |
| 4 | -80631.5945 |
| 5 | -106855.6257 |